This record from the OMol25 dataset describes the molecule C4H6O2. The level of theory is the ωB97M-V functional and the def2-TZVPD basis.

Calculated values
SMILES = O[C@H]1C[C@H]2O[C@@H]12
relative energy (zero: lowest compared OMol25 entry of this formula, charge and spin) = 258.6 kJ/mol

Geometry as ORCA input:
```
! wB97M-V def2-TZVPD RIJCOSX def2/J DEFGRID3
* xyz 0 1
O -0.0755 1.5284 -0.5031
O 1.5293 -0.6070 -1.1091
C 0.1938 -0.3248 1.0906
C -0.7373 0.7435 0.6167
C 0.3129 -0.7650 -0.4691
C -0.7277 0.3227 -0.7767
H 1.0809 0.0004 1.6314
H -1.4387 1.3473 1.1562
H -1.5002 0.3345 -1.5329
H 1.6625 0.3573 -1.1189
H -0.0214 -1.7938 -0.6170
H -0.2787 -1.1435 1.6318
*
```



This record from the OMol25 dataset describes a structure of composition C4H6O2. The level of theory is the ωB97M-V functional and the def2-TZVPD basis.

Calculated values
relative energy (zero: lowest compared OMol25 entry of this formula, charge and spin) = 421.9 kJ/mol

Geometry as ORCA input:
```
! wB97M-V def2-TZVPD RIJCOSX def2/J DEFGRID3
* xyz 0 1
O 1.0645 -1.2927 -0.3323
O -1.5285 -0.2324 1.9483
C -0.6406 0.3993 -0.9172
C -0.3524 -0.0295 1.7012
C 0.8031 0.0707 -0.5162
C 0.1855 0.7572 0.6031
H -1.2764 -0.4817 -0.9561
H 0.4541 -0.3692 2.3860
H 1.5828 0.5820 -1.0862
H -0.7732 1.1414 -1.7037
H 1.4822 -1.6353 -1.1320
H -1.0012 1.0903 0.0050
*
```



This record from the OMol25 dataset describes the molecule C4H6O2. The level of theory is the ωB97M-V functional and the def2-TZVPD basis.

Calculated values
SMILES = O[C@H]1C[C@H]2O[C@@H]12
relative energy (zero: lowest compared OMol25 entry of this formula, charge and spin) = 360.3 kJ/mol

Geometry as ORCA input:
```
! wB97M-V def2-TZVPD RIJCOSX def2/J DEFGRID3
* xyz 0 1
O -0.1010 1.5567 -0.4652
O 1.5720 -0.5366 -1.1239
C 0.3133 -0.7516 -0.5563
C -0.7416 0.3513 -0.8206
C -0.5990 0.8188 0.6153
C 0.1987 -0.4145 0.9554
H -0.4428 -1.1594 1.4449
H -1.8037 0.2678 -0.7235
H 0.0060 -1.7589 -0.8420
H 1.7968 0.3914 -0.9598
H 1.1036 -0.2547 1.5310
H -1.3565 1.3397 1.2041
*
```



Result set for Kohn-Sham gap: 10.901, 9.285, 10.467 eV, one per record in the order listed.
Result set for E: -306.4078, -306.3456, -306.3690 Ha, one per record in the order listed.